(1)
{"formula": "C5H10O2", "method": "ωB97M-V with the def2-TZVPD basis set", "lumo_energy_ev": 0.780, "total_energy_ha": -346.9888, "relative_energy_ev": 0.997, "species": ["C", "C", "C", "C", "C", "O", "O", "H", "H", "H", "H", "H", "H", "H", "H", "H", "H"], "coordinates": [[0.8362, -0.2767, 2.3428], [1.0452, 0.8748, 1.3381], [1.3778, 0.3329, -0.1139], [0.3892, -0.7868, -0.5746], [-0.9866, -0.2282, -0.8710], [-2.0148, -0.2681, -0.2794], [-0.8871, 0.2517, -2.1669], [1.6152, -1.0502, 2.2916], [0.9554, 0.0441, 3.3824], [-0.1722, -0.6247, 2.1608], [0.2321, 1.5986, 1.3778], [1.9294, 1.4204, 1.6968], [1.2787, 1.1659, -0.8238], [2.3584, -0.1286, -0.1126], [0.4082, -1.4871, 0.2723], [0.7024, -1.5184, -1.3174], [-1.7321, 0.2267, -2.6386]]}

***

(2)
{"formula": "C33H57N3O12", "method": "ωB97M-V with the def2-TZVPD basis set", "lumo_energy_ev": -0.373, "total_energy_ha": -2358.2262, "relative_energy_ev": 8.306, "species": ["C", "N", "O", "O", "H", "H", "H", "C", "N", "O", "O", "H", "H", "H", "C", "N", "O", "O", "H", "H", "H", "C", "C", "C", "C", "C", "C", "H", "H", "H", "H", "H", "H", "C", "C", "C", "C", "C", "C", "H", "H", "H", "H", "H", "H", "C", "C", "C", "C", "C", "C", "H", "H", "H", "H", "H", "H", "C", "O", "C", "C", "O", "C", "H", "H", "H", "H", "H", "H", "H", "H", "H", "H", "C", "O", "C", "C", "O", "C", "H", "H", "H", "H", "H", "H", "H", "H", "H", "H", "C", "O", "C", "C", "O", "C", "H", "H", "H", "H", "H", "H", "H", "H", "H", "H"], "coordinates": [[3.0542, 0.7118, -6.1888], [1.9646, -0.0506, -5.4724], [0.9427, 0.5384, -5.2623], [2.0637, -1.2627, -5.1887], [3.8276, 0.0682, -6.6081], [3.5139, 1.3807, -5.4612], [2.5612, 1.2934, -6.9678], [5.5953, -1.5781, 1.3562], [4.6494, -0.6794, 2.0922], [4.7525, 0.5259, 2.0935], [3.8704, -1.2025, 2.8332], [4.9860, -2.3023, 0.8154], [6.2401, -2.0092, 2.1220], [6.0223, -0.8913, 0.6254], [4.5783, 2.4665, -0.7199], [4.4891, 1.7048, -1.9709], [4.6659, 0.4573, -1.8202], [4.2710, 2.2599, -3.0525], [4.1190, 1.7762, -0.0124], [3.8090, 3.2299, -0.8369], [5.5227, 2.9960, -0.5943], [-2.6323, 2.3011, -1.8589], [-3.5142, 3.2756, -1.3209], [-4.3350, 4.1313, -2.0874], [-4.3332, 3.9302, -3.4686], [-3.5294, 2.9285, -4.0341], [-2.6690, 2.1756, -3.2785], [-2.0074, 1.6687, -1.2457], [-3.5622, 3.3304, -0.2433], [-4.8820, 4.9805, -1.7054], [-4.8728, 4.5698, -4.1513], [-3.6896, 2.7285, -5.0832], [-2.0838, 1.4032, -3.7552], [-2.4570, -1.2686, -2.1444], [-1.5560, -1.6654, -3.1462], [-2.0528, -1.9267, -4.4137], [-3.4179, -1.9242, -4.6972], [-4.3038, -1.6743, -3.6765], [-3.8096, -1.2170, -2.4120], [-1.9867, -0.9120, -1.2399], [-0.4973, -1.7075, -2.9367], [-1.2975, -2.0316, -5.1786], [-3.8415, -2.0441, -5.6834], [-5.3541, -1.7188, -3.9240], [-4.4239, -1.0067, -1.5490], [-1.0216, -6.1280, -3.9898], [-0.5499, -4.9146, -3.7571], [0.5713, -4.3700, -4.3380], [1.2478, -5.1645, -5.2325], [0.8511, -6.4504, -5.5369], [-0.2863, -6.9403, -4.9393], [-1.8465, -6.4527, -3.3730], [-0.9465, -4.3956, -2.8970], [0.8687, -3.3528, -4.1301], [2.0719, -4.8269, -5.8434], [1.4404, -7.1296, -6.1351], [-0.5726, -7.9755, -5.0524], [-6.3523, 2.0087, 6.7841], [-5.0821, 2.2841, 6.1670], [-4.7708, 1.4841, 5.0460], [-3.6292, 2.1283, 4.2445], [-2.9144, 1.2047, 3.3257], [-2.2770, 1.8707, 2.3030], [-6.2851, 2.3474, 7.8180], [-6.5032, 0.9292, 6.7782], [-7.1165, 2.5576, 6.2338], [-5.5974, 1.3496, 4.3484], [-4.4220, 0.4777, 5.2777], [-2.8438, 2.4855, 4.9107], [-4.0609, 2.9032, 3.6110], [-2.9398, 2.4922, 1.7009], [-1.7498, 1.1884, 1.6362], [-1.6211, 2.6540, 2.6828], [3.2545, 2.5347, 9.1548], [3.1232, 1.4093, 8.2232], [2.9111, 1.8063, 6.8404], [2.5223, 0.7529, 5.8083], [1.8280, 1.1578, 4.5843], [0.9118, 0.1605, 4.1364], [4.1521, 3.0646, 8.8359], [3.3897, 2.0996, 10.1450], [2.4347, 3.2338, 8.9894], [3.8379, 2.3032, 6.5536], [2.1447, 2.5767, 6.7555], [1.9049, 0.0837, 6.4075], [3.4714, 0.3019, 5.5185], [1.3231, -0.7920, 3.8022], [0.2920, 0.6964, 3.4176], [0.2461, -0.0482, 4.9739], [1.4086, -2.7487, -0.8231], [0.4742, -1.7076, -0.7383], [0.6372, -0.8425, 0.4039], [1.7080, 0.2614, 0.2394], [1.3066, 1.2430, -0.7215], [1.2095, 0.8089, -2.0610], [1.0292, -3.3797, -1.6269], [1.3432, -3.2908, 0.1202], [2.4610, -2.4893, -0.9376], [0.8264, -1.4223, 1.3073], [-0.3538, -0.4012, 0.5097], [2.6447, -0.2869, 0.1391], [1.9583, 0.7615, 1.1750], [1.1937, 1.6676, -2.7322], [0.2843, 0.2735, -2.2740], [2.0684, 0.1884, -2.3168]]}

***

(3)
{"formula": "C33H69N2O14P2S3Si", "method": "ωB97M-V with the def2-TZVPD basis set", "lumo_energy_ev": -3.548, "total_energy_ha": -4628.1482, "total_charge": 1, "species": ["C", "C", "O", "O", "C", "C", "C", "C", "C", "C", "C", "C", "C", "S", "C", "S", "N", "C", "C", "O", "C", "C", "C", "C", "C", "C", "C", "O", "O", "C", "C", "O", "Si", "C", "C", "C", "C", "N", "S", "H", "H", "H", "H", "H", "H", "H", "H", "H", "H", "H", "H", "H", "H", "H", "H", "H", "H", "H", "H", "H", "H", "H", "H", "H", "H", "H", "H", "H", "H", "H", "H", "H", "H", "H", "H", "H", "H", "H", "H", "H", "H", "H", "H", "H", "H", "H", "H", "H", "H", "H", "C", "O", "P", "O", "O", "C", "O", "C", "H", "H", "H", "H", "H", "H", "H", "H", "H", "C", "O", "P", "O", "O", "C", "O", "C", "H", "H", "H", "H", "H", "H", "H", "H", "H"], "coordinates": [[2.5177, 4.0763, 0.0324], [3.9934, 3.4725, -0.1585], [5.0448, 3.9378, 0.3488], [4.1198, 2.3272, -1.0055], [4.4667, 1.1658, -0.1930], [4.5835, -0.0720, -1.2053], [3.1642, -0.2094, -1.9945], [3.0374, -1.7516, -2.4183], [1.5906, -2.1880, -2.9379], [0.2781, -1.8146, -2.0257], [-0.3881, -0.6545, -2.9109], [-1.7204, -0.0173, -2.2959], [-1.5202, 0.6776, -0.8543], [-3.2576, 0.8729, -0.1475], [-3.6035, 2.6632, 0.1406], [-2.4207, 3.5629, 0.9349], [-4.8817, 3.2288, -0.2844], [-4.8095, 4.6915, -0.5625], [-3.8388, 5.0730, -1.7935], [-4.2198, 4.3500, -2.9977], [-4.3922, 2.9353, -2.7455], [-5.4085, 2.6078, -1.5371], [-0.4580, -3.2405, -1.8683], [-0.0501, -4.2312, -0.6750], [1.4676, -4.1113, -0.1748], [1.6056, -2.9316, 0.9262], [2.2953, -3.5391, 2.2389], [3.4537, -3.1878, 2.5759], [1.6768, -4.5331, 3.0624], [-2.0387, -3.3651, -2.0810], [-2.9272, -2.9741, -0.8044], [-2.2506, -2.1482, 0.1699], [-2.9042, -2.3294, 1.7731], [-2.8271, -4.1446, 2.4008], [-4.7312, -1.6666, 1.6739], [-2.0013, -1.1966, 3.0664], [0.0954, -4.0230, -3.2041], [1.4713, -3.5627, -3.6019], [1.4260, -3.1846, -5.3478], [2.2098, 3.8216, 1.1042], [2.6002, 5.1939, -0.1706], [1.8436, 3.5506, -0.7396], [3.6530, 0.8921, 0.5734], [5.4646, 1.3076, 0.3664], [5.4378, 0.1445, -1.9387], [4.8363, -1.0080, -0.5958], [3.2933, 0.4088, -2.9568], [2.2878, 0.2005, -1.3943], [3.7617, -1.9030, -3.3086], [3.4604, -2.3785, -1.5658], [1.4650, -1.5039, -3.8560], [0.7786, -1.3492, -1.1156], [-0.6909, -1.1442, -3.9139], [0.3885, 0.1668, -3.0499], [-2.0302, 0.8365, -3.0108], [-2.6210, -0.7246, -2.2714], [-1.1511, 1.7442, -1.0521], [-0.8431, 0.0821, -0.1550], [-4.6010, 5.3142, 0.3818], [-5.8669, 5.0121, -0.8997], [-3.8868, 6.2119, -1.9521], [-2.7457, 4.8189, -1.5854], [-4.8300, 2.4832, -3.7129], [-3.3789, 2.4346, -2.5840], [-6.3949, 3.1392, -1.8130], [-5.6679, 1.5017, -1.4403], [-0.7147, -4.1642, 0.2505], [-0.1749, -5.3122, -1.0652], [1.6936, -5.0907, 0.3953], [2.2359, -4.0578, -1.0130], [0.5227, -2.6791, 1.2433], [2.1464, -2.0009, 0.5297], [1.0548, -4.1125, 3.7002], [-2.4420, -2.7951, -2.9918], [-2.2611, -4.4788, -2.3025], [-3.4192, -3.9120, -0.3398], [-3.8173, -2.3495, -1.2002], [-2.0285, -4.7778, 1.8728], [-2.6307, -4.2354, 3.5283], [-3.8317, -4.6579, 2.1928], [-4.6980, -0.6180, 2.1154], [-5.4606, -2.3733, 2.1882], [-4.9931, -1.5644, 0.5592], [-1.0719, -0.7052, 2.6114], [-1.7529, -1.7654, 4.0295], [-2.7030, -0.3259, 3.3545], [0.1278, -5.1610, -3.1778], [-0.7783, -3.8275, -3.9329], [2.2741, -4.2091, -3.5555], [0.0909, -2.9433, -5.7089], [-2.7663, -6.1509, 6.7877], [-2.1977, -4.8867, 7.1078], [-0.6900, -4.8694, 7.6482], [-0.0477, -6.1924, 7.8107], [-0.7884, -3.9981, 8.9866], [-1.5423, -4.5509, 10.0566], [0.0363, -3.8745, 6.6298], [1.4203, -3.6256, 6.8482], [-2.9806, -6.7028, 7.7049], [-3.7002, -5.9830, 6.2499], [-2.0949, -6.7310, 6.1520], [-1.2434, -5.5840, 10.2489], [-2.6075, -4.5123, 9.8175], [-1.3605, -3.9582, 10.9530], [2.0055, -4.4967, 6.5480], [1.6139, -3.3920, 7.8972], [1.7183, -2.7706, 6.2391], [1.6487, 7.7437, -5.1918], [3.0406, 7.4613, -5.1249], [3.8071, 7.8352, -3.7691], [2.9885, 8.4936, -2.7257], [5.0623, 8.6872, -4.2792], [4.7814, 9.9404, -4.8860], [4.4694, 6.4455, -3.3451], [5.2521, 6.4423, -2.1571], [1.4938, 8.8207, -5.2811], [1.2393, 7.2532, -6.0756], [1.1308, 7.3646, -4.3089], [4.0990, 10.5273, -4.2667], [4.3421, 9.7832, -5.8738], [5.7161, 10.4896, -4.9992], [4.6024, 6.4967, -1.2820], [5.9526, 7.2802, -2.1496], [5.8204, 5.5122, -2.1166]]}